The following is a quantum chemistry calculation of C39H38N8O5SSc as an isolated structure, from OMol25.

Summary:
Gap between HOMO and LUMO (eV): 6.189
Total charge: -1
Energy (eV): -94760.3178
HOMO (eV): -4.93
Relative energy (zero: lowest compared OMol25 entry of this formula, charge and spin) (kcal/mol): 2.4

Last column: Mulliken charge in e.
Positions of all 92 atoms, in Å:
Sc1 0.18 -0.45 -0.14  -0.44
S1 -4.51 -0.81 -1.10  -0.46
O1 1.86 0.14 -1.24  -0.05
O2 4.17 -0.36 -2.68  -0.56
O3 -0.50 -3.04 -3.36  -0.79
O4 -0.76 0.93 1.23  -0.15
O5 -0.51 -1.38 -1.85  -0.29
N1 -3.66 -0.42 1.39  -0.04
N2 4.52 3.34 7.49  -0.61
N3 1.86 -0.22 1.56  1.34
N4 3.43 2.02 5.84  -0.35
N5 1.27 -2.62 -0.35  1.33
N6 -1.42 2.28 -0.50  -0.88
N7 -5.05 1.19 0.55  -0.32
N8 -0.53 1.46 -1.19  0.57
C1 1.92 0.53 -2.48  0.71
C2 -0.14 -2.51 -2.32  0.10
C3 -0.20 1.85 -2.36  -0.89
C4 3.97 -1.75 -2.43  -0.53
C5 -3.08 3.75 1.24  -0.29
C6 1.98 0.14 6.44  -0.57
C7 -3.43 -3.35 3.35  -1.86
C8 3.08 0.26 -3.26  0.42
C9 -1.92 -3.58 3.22  2.25
C10 0.90 1.29 -3.12  0.36
C11 -1.35 -2.68 2.20  0.58
C12 3.16 0.01 1.33  -0.19
C13 2.30 -0.21 3.92  0.01
C14 -1.66 -5.04 2.81  -1.80
C15 4.08 0.12 2.36  -1.48
C16 2.89 1.24 6.79  0.97
C17 2.15 1.36 -5.19  -0.78
C18 0.85 -3.26 -1.43  0.32
C19 -1.24 -3.31 4.57  -1.73
C20 -4.40 0.02 0.35  0.35
C21 1.45 -0.34 2.83  -0.41
C22 -2.30 2.35 3.03  -0.39
C23 4.20 3.02 6.24  -0.13
C24 2.11 -3.25 0.48  -0.43
C25 -3.12 3.03 3.92  -0.79
C26 3.66 0.01 3.67  -0.11
C27 -3.93 4.06 3.47  -0.41
C28 1.71 -0.41 5.25  -0.68
C29 -3.90 4.42 2.13  -0.61
C30 3.18 0.65 -4.57  -0.26
C31 1.04 1.69 -4.45  -0.77
C32 3.16 1.51 8.14  -0.72
C33 -0.85 -1.93 1.37  -0.54
C34 1.26 -4.54 -1.76  -0.66
C35 2.14 -5.18 -0.91  -0.62
C36 -2.28 2.70 1.69  0.14
C37 -1.43 1.91 0.75  0.13
C38 3.98 2.57 8.43  -0.16
C39 2.57 -4.53 0.24  -0.81
H1 4.08 0.39 -5.11  0.43
H2 -1.63 -3.99 5.34  0.48
H3 -1.43 -2.28 4.89  0.29
H4 2.72 0.90 8.92  0.37
H5 -2.98 -1.15 1.21  -0.36
H6 2.49 -6.19 -1.13  0.43
H7 -1.66 1.54 3.37  0.60
H8 4.36 0.07 4.48  0.54
H9 2.23 1.65 -6.23  0.37
H10 -4.58 4.59 4.16  0.39
H11 -4.95 1.72 1.39  0.20
H12 -2.13 -5.25 1.85  0.36
H13 0.24 2.27 -4.90  0.40
H14 -3.05 4.00 0.19  0.45
H15 3.64 -2.26 -3.33  0.31
H16 0.87 -4.99 -2.66  0.57
H17 3.25 -4.99 0.93  0.49
H18 -3.14 2.75 4.97  0.40
H19 -0.16 -3.46 4.49  0.34
H20 -0.59 -5.22 2.71  0.34
H21 5.12 0.29 2.12  0.48
H22 0.40 -0.55 2.96  0.11
H23 4.23 2.82 9.46  0.38
H24 -3.36 0.25 2.08  0.22
H25 -3.85 -4.04 4.09  0.47
H26 4.62 3.64 5.46  0.42
H27 -3.92 -3.51 2.39  0.38
H28 -4.52 5.23 1.77  0.38
H29 -5.59 1.55 -0.21  0.19
H30 0.91 -1.14 5.25  0.19
H31 -2.06 -5.73 3.56  0.42
H32 3.43 0.10 0.28  0.57
H33 -0.72 2.72 -2.77  0.29
H34 -3.64 -2.33 3.66  0.32
H35 3.25 -1.90 -1.63  -0.03
H36 1.41 -0.23 7.28  0.29
H37 4.94 -2.14 -2.12  0.34
H38 2.41 -2.70 1.37  0.16